1.
{
  "formula": "C2H5Cl2NO2S",
  "method": "ωB97M-V/def2-TZVPD",
  "orbital_gap_ha": [0.304, 0.304],
  "symbols": ["C", "C", "N", "O", "O", "S", "Cl", "Cl", "H", "H", "H", "H", "H"],
  "coordinates": [[0.072825, 0.810712, -0.522357], [2.210524, 0.159542, 0.376716], [-2.467607, -0.448693, -0.193089], [-0.593772, -1.685772, -0.386682], [-0.721594, -0.166147, 1.692754], [-0.919075, -0.457570, 0.256466], [3.169285, 1.323296, -0.326002], [2.625784, -1.556962, 0.048477], [0.245244, 0.953574, -1.529961], [0.151118, 1.842051, -0.030387], [2.130900, 0.193263, 1.446119], [-3.115329, 0.375608, -0.209809], [-2.788309, -1.342902, -0.622245]],
  "forces_ev_per_a": [[2.149, 0.864, 4.366], [-2.660, -1.742, -0.958], [-2.491, 1.318, -0.448], [1.438, -1.260, 0.391], [-0.694, -0.777, -2.645], [0.929, 1.321, 1.409], [0.965, 0.828, -0.552], [-0.329, 1.326, -0.191], [0.087, -0.751, -2.239], [-0.573, -1.805, -0.200], [-0.560, 0.569, 0.250], [1.144, -1.309, 0.362], [0.594, 1.417, 0.454]],
  "nbo_charge": [-0.66, -0.22, -1.12, -0.96, -0.92, 2.27, 0.08, 0.02, 0.21, 0.23, 0.22, 0.41, 0.44]
}

=====

2.
{
  "formula": "C2H5Cl3OSi",
  "method": "ωB97M-V/def2-TZVPD",
  "orbital_gap_ha": 0.358,
  "symbols": ["C", "C", "O", "Si", "Cl", "Cl", "Cl", "H", "H", "H", "H", "H"],
  "coordinates": [[0.429799, -0.256043, -1.554056], [-0.273270, 0.205287, -0.241161], [-1.528721, -1.390567, 0.350146], [0.573353, 0.545219, 1.438254], [-0.827998, 0.536855, 2.895667], [1.875964, -0.845888, 2.060701], [1.487840, 2.378824, 1.414161], [1.526209, -0.324775, -1.608992], [0.170778, 0.359233, -2.378080], [-0.008650, -1.240061, -1.927376], [-1.117391, 0.911962, -0.511606], [-2.307912, -0.880046, 0.062343]],
  "forces_ev_per_a": [[-0.660, -1.614, 0.427], [-1.714, -1.916, -0.597], [2.166, 3.170, -1.245], [-0.963, -0.157, -0.287], [-0.311, 0.348, 0.042], [0.530, -0.362, -0.352], [-0.099, -0.230, -0.241], [-0.352, -0.129, 0.778], [-0.436, 1.176, -0.525], [0.620, 0.918, 1.031], [1.028, -0.817, 0.730], [0.191, -0.387, 0.239]],
  "nbo_charge": [-0.69, -0.34, -0.79, 1.41, -0.33, -0.32, -0.34, 0.23, 0.23, 0.27, 0.23, 0.44]
}

=====

3.
{
  "formula": "C2H5Cl3Si",
  "method": "ωB97M-V/def2-TZVPD",
  "spin_multiplicity": 3,
  "orbital_gap_ha": [0.278, 0.239],
  "symbols": ["C", "C", "Si", "Cl", "Cl", "Cl", "H", "H", "H", "H", "H"],
  "coordinates": [[0.648473, -0.617076, -0.930758], [-0.621120, -0.056660, -0.356271], [-0.170716, 0.465199, 1.450918], [0.409628, -1.439109, -2.515186], [-2.089316, -0.662632, -0.827105], [-0.644708, 1.950989, -1.149985], [1.242450, 0.419193, -1.048584], [1.125480, -1.389088, -0.233988], [-0.204645, -0.893766, 1.991142], [1.257578, 0.731067, 1.589084], [-0.953105, 1.491883, 2.030733]],
  "forces_ev_per_a": [[0.949, 0.974, 0.508], [1.017, -2.641, 0.528], [0.462, -0.836, -0.793], [0.316, 0.412, 0.497], [-0.968, -0.424, 0.346], [-0.064, 3.267, -0.637], [-0.419, -2.783, -0.035], [-0.223, 1.182, -1.051], [-0.526, -0.221, 0.515], [0.261, 0.437, -0.385], [-0.805, 0.633, 0.506]],
  "lowdin_spin": [0.06, 0.67, 0.11, 0.02, 0.22, 0.84, 0.02, 0.02, 0.04, 0.00, 0.00]
}

=====

4.
{
  "formula": "C2H5ClFP",
  "method": "ωB97M-V/def2-TZVPD",
  "smiles": "CCP(F)Cl",
  "orbital_gap_ha": 0.368,
  "symbols": ["C", "C", "P", "F", "Cl", "H", "H", "H", "H", "H"],
  "coordinates": [[-0.149366, 1.184258, 0.416311], [-0.560987, -0.281240, 0.300851], [0.272429, -0.848425, -1.318696], [-0.011789, -2.441270, -1.348843], [2.463719, -1.270126, -0.698088], [-0.760672, 1.724065, 1.212781], [1.008000, 1.306146, 0.782789], [-0.162466, 1.576910, -0.577471], [-1.631912, -0.198795, 0.021605], [-0.466956, -0.751522, 1.208761]],
  "forces_ev_per_a": [[2.828, 0.351, 2.536], [-0.196, 1.602, -2.999], [1.667, -1.605, 1.854], [-0.409, 0.955, -0.017], [-2.163, 0.849, -0.388], [0.619, -0.479, -1.497], [-2.745, -0.447, -0.862], [-0.364, 1.138, -0.398], [0.309, -0.615, 0.010], [0.456, -1.748, 1.761]],
  "nbo_charge": [-0.62, -0.75, 1.25, -0.58, -0.41, 0.23, 0.22, 0.21, 0.23, 0.24]
}

=====

5.
{
  "formula": "C2H5ClN2O",
  "method": "ωB97M-V/def2-TZVPD",
  "smiles": "NNC(=O)CCl",
  "orbital_gap_ha": 0.394,
  "symbols": ["N", "N", "C", "O", "C", "Cl", "H", "H", "H", "H", "H"],
  "coordinates": [[0.160504, 1.523909, 0.855973], [0.776081, 0.849021, -0.290583], [0.680966, -0.531309, -0.547562], [1.600082, -1.167078, -1.001864], [-0.711264, -1.106899, -0.174493], [-2.072923, -0.487499, -1.202214], [-0.831614, 1.658649, 0.739285], [0.288574, 0.974833, 1.645370], [1.709522, 1.254495, -0.525970], [-0.947729, -0.795635, 0.823863], [-0.652201, -2.172486, -0.321806]],
  "forces_ev_per_a": [[0.585, 0.204, -2.682], [0.621, 0.391, 0.488], [-0.722, 1.425, 0.669], [-0.492, 0.002, -0.130], [0.650, 0.292, -1.024], [0.670, -0.092, 0.286], [-0.157, 0.015, -0.587], [0.450, -1.152, 1.802], [-1.265, -0.554, 0.453], [-0.171, -0.277, 0.509], [-0.170, -0.254, 0.216]],
  "nbo_charge": [-0.63, -0.50, 0.65, -0.56, -0.46, -0.06, 0.36, 0.34, 0.39, 0.22, 0.24]
}

=====

6.
{
  "formula": "C2H5ClN2O2",
  "method": "ωB97M-V/def2-TZVPD",
  "smiles": "C=[N+]([O-])O.C=NCl",
  "orbital_gap_ha": 0.356,
  "symbols": ["C", "N", "O", "O", "H", "H", "H", "C", "N", "Cl", "H", "H"],
  "coordinates": [[0.404453, 0.337779, 1.366032], [1.032348, 0.841877, 0.351536], [1.794795, 0.375863, -0.561593], [0.876661, 2.253910, 0.217005], [0.418186, -0.746575, 1.444058], [0.011586, 0.920479, 2.096289], [1.701606, 2.596543, -0.346453], [-0.870953, -1.385921, -1.332693], [-1.314760, -0.668975, -0.399561], [-2.705532, -1.102627, 0.590862], [-0.069586, -0.960077, -1.984794], [-1.278804, -2.462276, -1.440688]],
  "forces_ev_per_a": [[2.190, -2.132, -2.541], [1.531, 1.413, -0.911], [-1.561, -0.337, 1.470], [1.738, 0.703, -0.806], [0.128, 0.427, -0.038], [-1.254, 1.876, 1.561], [-2.381, -1.741, 1.658], [-1.108, -2.380, 0.178], [-0.321, 1.595, -0.247], [0.898, -0.597, -0.752], [-0.630, -0.447, 0.826], [0.770, 1.621, -0.397]],
  "nbo_charge": [-0.18, 0.36, -0.53, -0.56, 0.22, 0.21, 0.50, -0.08, -0.41, 0.07, 0.24, 0.17]
}

=====

7.
{
  "formula": "C2H5ClNOP",
  "method": "ωB97M-V/def2-TZVPD",
  "orbital_gap_ha": [0.282, 0.234],
  "symbols": ["C", "C", "N", "O", "P", "Cl", "H", "H", "H", "H", "H"],
  "coordinates": [[-0.338089, -0.266432, 0.572941], [-1.005461, 0.860236, -0.411310], [0.505211, -0.990804, -0.275834], [-0.083784, 1.639891, -0.934815], [1.964314, -0.592895, -0.729769], [2.878730, 0.183154, 0.922022], [0.235967, 0.411743, 1.310140], [-1.080290, -0.908590, 1.083848], [-1.399545, 0.085699, -1.070199], [-1.717855, 1.328943, 0.262379], [0.040799, -1.750940, -0.729400]],
  "forces_ev_per_a": [[0.462, 2.087, 2.225], [1.067, -0.901, -0.091], [-0.885, -0.991, 1.560], [0.294, -0.512, 0.281], [1.482, 1.091, -1.108], [-0.179, 0.046, -0.045], [-0.713, -1.575, -0.962], [0.283, 0.456, -0.376], [-1.263, 0.498, -0.918], [-0.478, 0.215, 0.023], [-0.070, -0.414, -0.590]],
  "nbo_charge": [-0.26, -0.03, -0.91, -0.65, 0.99, -0.28, 0.23, 0.21, 0.10, 0.17, 0.43]
}

=====

8.
{
  "formula": "C2H5ClNOP",
  "method": "ωB97M-V/def2-TZVPD",
  "orbital_gap_ha": 0.318,
  "symbols": ["C", "C", "N", "O", "P", "Cl", "H", "H", "H", "H", "H"],
  "coordinates": [[-0.281498, 0.561208, 0.633963], [0.487328, 1.033567, -0.460983], [1.600295, 0.717066, -0.765741], [-1.652873, 0.317333, 0.431509], [-2.118868, -1.101710, -0.223383], [2.698101, -0.398181, 0.417705], [0.165181, -0.421468, 0.964420], [-0.256461, 1.161849, 1.455107], [2.035192, 1.167872, -1.559053], [-1.417155, -1.270620, -1.488855], [-1.259245, -1.766911, 0.595306]],
  "forces_ev_per_a": [[-0.700, -3.490, 0.245], [-2.115, 0.892, -0.849], [0.960, 0.583, -0.769], [-0.306, 1.077, -1.002], [-1.401, 0.148, -0.701], [0.688, -0.208, -0.110], [0.024, 0.633, -0.192], [0.576, 2.156, 2.205], [1.141, -0.629, 0.187], [0.225, 0.293, 0.756], [0.907, -1.456, 0.231]],
  "nbo_charge": [-0.20, 0.26, -0.45, -0.77, 0.68, -0.24, 0.21, 0.23, 0.43, -0.08, -0.09]
}

=====

9.
{
  "formula": "C2H5ClNOPS",
  "method": "ωB97M-V/def2-TZVPD",
  "orbital_gap_ha": [0.234, 0.234],
  "symbols": ["C", "C", "N", "O", "P", "S", "Cl", "H", "H", "H", "H", "H"],
  "coordinates": [[-0.727628, -0.435838, 0.341724], [-1.002316, 1.169374, 0.389445], [0.123575, -0.890880, -0.675082], [0.134770, 1.802085, 0.450298], [1.710449, -0.304840, -0.459104], [2.889195, -0.484620, -1.988892], [2.482663, -1.115762, 1.272954], [-0.298530, -0.386163, 1.379861], [-1.791193, -0.984820, 0.312890], [-1.547775, 1.291540, -0.546783], [-1.797169, 1.176090, 1.164595], [-0.176043, -0.836165, -1.641905]],
  "forces_ev_per_a": [[-3.242, -0.451, 1.898], [-1.176, -1.239, -1.804], [2.134, 0.588, 1.219], [1.418, -0.643, 0.217], [-0.575, -0.027, -0.627], [-0.706, 0.406, 0.962], [-0.677, 0.466, -0.713], [0.083, -1.439, -1.090], [2.463, 1.177, 0.064], [-0.280, 0.617, -0.634], [0.797, 0.510, 0.524], [-0.239, 0.035, -0.015]],
  "nbo_charge": [-0.26, -0.04, -0.86, -0.61, 1.19, -0.39, -0.20, 0.24, 0.23, 0.12, 0.16, 0.43]
}

=====

10.
{
  "formula": "C2H5ClO3",
  "method": "ωB97M-V/def2-TZVPD",
  "smiles": "OCC(O)(O)Cl",
  "orbital_gap_ha": 0.399,
  "symbols": ["O", "C", "C", "O", "O", "Cl", "H", "H", "H", "H", "H"],
  "coordinates": [[1.399581, 0.563668, 0.797611], [0.250836, 0.820962, 0.001993], [-0.571278, -0.438093, -0.247161], [0.073103, -1.465308, 0.336128], [-0.870696, -0.570242, -1.544861], [-2.083504, -0.055439, 0.747447], [1.395691, 1.085239, 1.639685], [0.653414, 0.990221, -1.002484], [-0.217114, 1.705055, 0.325718], [0.899656, -1.064632, 0.692074], [-0.929693, -1.571430, -1.746146]],
  "forces_ev_per_a": [[0.254, 0.502, 1.454], [2.232, 0.262, -2.218], [-0.035, 1.401, 2.574], [0.269, -1.119, -0.441], [-0.296, -2.783, -1.337], [-0.939, -0.524, 0.062], [-0.263, -0.804, -1.172], [0.068, 0.479, 0.027], [-1.083, 0.662, 0.379], [-0.223, -0.379, 0.188], [0.015, 2.302, 0.483]],
  "nbo_charge": [-0.73, -0.13, 0.54, -0.71, -0.68, -0.19, 0.50, 0.19, 0.20, 0.51, 0.50]
}

=====

Taking the records one at a time from the top gives energy above the lowest of the compared OMol25 structures with the same formula, charge and spin values of 71.6 84.7 34.2 0.0 8.9 77.4 78.0 111.5 70.1 9.1 kcal per mole.